Entry 1:
A structure of composition C43H44BrCl2Ge2N5O2S2Ti, computed with ωB97M-V/def2-TZVPD.

Cartesian coordinates (Å):
Ti 0.3148 0.5676 0.0414
Br -4.0752 6.8420 -3.8123
C -3.9732 5.0854 -4.5157
C -5.1387 4.4173 -4.8520
C -5.0588 3.1403 -5.3862
C -3.8235 2.5311 -5.5375
C -2.6579 3.2147 -5.2145
C -2.7305 4.5006 -4.7040
N -3.7536 1.2410 -6.1774
N -3.2556 0.2732 -5.5933
C -2.8498 0.3843 -4.2169
C -3.7584 0.5869 -3.2136
C -3.3688 0.6140 -1.8612
C -2.0460 0.4578 -1.5155
O -1.5909 0.5136 -0.2757
C -1.0975 0.2301 -2.5576
N 0.2019 0.0908 -2.1579
C 1.1191 -0.1235 -3.0752
C 0.8150 -0.2223 -4.4456
C -0.4770 -0.0785 -4.8628
C -1.4872 0.1619 -3.9042
H -6.0985 4.8948 -4.7138
H -5.9562 2.6122 -5.6818
H -1.6939 2.7483 -5.3736
H -1.8275 5.0446 -4.4622
H -4.8022 0.7248 -3.4657
H -4.1015 0.7676 -1.0803
H 2.1346 -0.2394 -2.7237
H 1.6144 -0.4142 -5.1471
H -0.7404 -0.1505 -5.9106
C -2.5990 0.0359 4.2575
C -2.1581 0.1442 2.7989
Ge -0.2293 -0.1822 2.4961
C 0.8013 0.9335 3.7802
C 0.9285 0.3451 5.1855
C 0.2412 -2.0300 2.9452
C 0.6361 -2.8775 1.9833
Ge 0.3589 -2.1607 0.1262
C -1.5148 -2.6017 -0.3821
C -2.0269 -4.0255 -0.1845
C 1.5880 -2.9645 -1.2185
C 1.6690 -4.4790 -1.4094
C 1.1626 -4.2199 2.3450
C 0.8240 -5.3721 1.6377
C 1.3024 -6.6159 2.0204
C 2.1486 -6.7359 3.1133
C 2.5033 -5.5993 3.8253
C 2.0134 -4.3591 3.4455
H -3.6784 0.1710 4.3635
H -2.1157 0.7947 4.8761
H -2.3497 -0.9400 4.6807
H -2.3945 1.1331 2.3978
H -2.6981 -0.5703 2.1729
H 0.3212 1.9170 3.8196
H 1.7905 1.1000 3.3499
H -0.0432 0.1859 5.6558
H 1.5073 1.0000 5.8420
H 1.4315 -0.6249 5.1670
H 0.2307 -2.3759 3.9810
H -1.6161 -2.3150 -1.4344
H -2.1431 -1.9081 0.1809
H -1.4382 -4.7588 -0.7383
H -3.0602 -4.1177 -0.5289
H -2.0114 -4.3091 0.8692
H 2.5850 -2.5635 -1.0235
H 1.2721 -2.5072 -2.1608
H 2.0949 -4.9735 -0.5378
H 2.3045 -4.7231 -2.2649
H 0.6908 -4.9258 -1.5973
H 0.1736 -5.2942 0.7805
H 1.0158 -7.4952 1.4572
H 2.5305 -7.7054 3.4060
H 3.1636 -5.6781 4.6801
H 2.2884 -3.4771 4.0112
Cl 3.9495 2.8374 2.4654
C 2.7114 3.6651 1.5889
C 2.7044 5.0753 1.5898
C 1.7539 5.7683 0.9028
Cl 1.7631 7.5044 0.9363
C 0.7583 5.0879 0.1547
C -0.2687 5.6998 -0.5924
C -1.1629 4.9161 -1.2680
C -1.0319 3.5175 -1.2167
N -0.0885 2.9117 -0.5314
C 0.7932 3.6823 0.1592
C 1.7613 2.9477 0.9016
O 1.6785 1.6382 0.8701
H 3.4646 5.6020 2.1492
H -0.3410 6.7786 -0.6193
H -1.9692 5.3540 -1.8397
H -1.7306 2.8898 -1.7564
S 3.7233 0.0428 -0.7714
C 4.1826 -0.3740 0.7629
N 3.4105 -0.8702 1.7236
C 4.0570 -1.3413 2.9362
C 5.3320 -0.5178 3.0528
S 5.8340 -0.2073 1.3328
H 2.4389 -1.0888 1.5336
H 4.2795 -2.4091 2.8492
H 3.3959 -1.1876 3.7890
H 6.1198 -1.0497 3.5798
H 5.1431 0.4367 3.5429

Forces on atoms 1 to 6 (eV/Å):
Ti -0.094 0.187 0.080
Br 0.021 -0.024 0.023
C 0.015 0.012 0.011
C -0.004 0.002 -0.001
C -0.003 -0.012 -0.016
C 0.066 -0.010 -0.013


Entry 2:
A structure of composition C43H44BrN2P2RbS4Te, computed with ωB97M-V/def2-TZVPD.

Cartesian coordinates (Å):
Rb 0.0933 -0.1745 0.1388
C -4.4285 -0.4061 -0.0972
C -4.0301 -1.3968 0.9892
S -2.6327 -0.9062 2.0301
C -3.3820 0.4827 2.9138
C -2.3602 1.2531 3.7395
S -1.2067 2.2940 2.8036
C -2.3421 3.5278 2.0960
C -1.9875 3.8412 0.6438
S -1.9546 2.3643 -0.4010
C -3.5140 2.4411 -1.3114
C -3.6079 1.2139 -2.2182
S -3.2237 -0.3864 -1.4487
H -4.5161 0.5962 0.3209
H -5.4065 -0.6880 -0.4927
H -3.7338 -2.3488 0.5458
H -4.8863 -1.5948 1.6368
H -4.1587 0.0961 3.5774
H -3.8572 1.1463 2.1914
H -1.7270 0.5682 4.3064
H -2.8783 1.8797 4.4665
H -2.2973 4.4379 2.6957
H -3.3572 3.1354 2.1558
H -0.9960 4.2911 0.5873
H -2.6894 4.5657 0.2285
H -3.5422 3.3402 -1.9282
H -4.3533 2.4840 -0.6151
H -2.8776 1.2935 -3.0256
H -4.5997 1.1725 -2.6704
Te 4.3062 -2.4571 -3.7385
C 3.4112 -3.2776 -5.4830
C 2.1071 -3.7469 -5.5742
C 1.6583 -4.2840 -6.7722
N 2.4082 -4.3980 -7.8661
C 3.6626 -3.9571 -7.7699
C 4.2005 -3.3928 -6.6250
C 2.7973 -1.7662 -2.5201
P 2.0033 -2.6757 -1.2273
C 0.2603 -3.0590 -1.7413
C -0.5931 -3.5882 -0.7667
C -1.9049 -3.9204 -1.0744
C -2.4011 -3.6800 -2.3521
C -1.5870 -3.0754 -3.3001
C -0.2678 -2.7606 -2.9921
C 2.7343 -4.3494 -1.2949
C 3.8237 -4.6199 -0.4698
C 4.4866 -5.8364 -0.5400
C 4.0574 -6.8071 -1.4343
C 2.9642 -6.5560 -2.2515
C 2.3098 -5.3351 -2.1814
P 2.4105 -0.0611 -2.3592
C 1.3926 0.4713 -3.8059
C 0.5040 1.5362 -3.6632
C -0.3396 1.9081 -4.7020
C -0.3102 1.2113 -5.9028
C 0.5746 0.1528 -6.0619
C 1.4202 -0.2097 -5.0222
C 3.9346 0.9251 -2.6165
C 4.8454 0.9440 -1.5569
C 6.0460 1.6249 -1.6573
C 6.3538 2.3163 -2.8245
C 5.4539 2.3157 -3.8776
C 4.2526 1.6222 -3.7756
H 1.4334 -3.7031 -4.7286
H 0.6385 -4.6483 -6.8513
H 4.2702 -4.0493 -8.6645
H 5.2247 -3.0377 -6.6352
H -0.2121 -3.7576 0.2375
H -2.5385 -4.3749 -0.3207
H -3.4244 -3.9356 -2.5968
H -1.9782 -2.8458 -4.2841
H 0.3611 -2.2687 -3.7246
H 4.1610 -3.8616 0.2288
H 5.3364 -6.0282 0.1030
H 4.5727 -7.7575 -1.4926
H 2.6248 -7.3074 -2.9533
H 1.4588 -5.1519 -2.8263
H 0.4688 2.0782 -2.7224
H -1.0203 2.7429 -4.5767
H -0.9714 1.4945 -6.7124
H 0.6071 -0.3913 -6.9983
H 2.1059 -1.0382 -5.1446
H 4.6035 0.4090 -0.6446
H 6.7412 1.6239 -0.8263
H 7.2911 2.8516 -2.9085
H 5.6881 2.8483 -4.7910
H 3.5647 1.6215 -4.6122
Br 6.5721 0.7619 3.8365
C 4.8250 0.5005 3.1748
C 3.7707 1.2276 3.6985
C 2.5098 1.0018 3.1710
N 2.2606 0.1273 2.1963
C 3.2938 -0.5603 1.7087
C 4.5963 -0.4122 2.1631
H 3.9225 1.9504 4.4868
H 1.6603 1.5611 3.5476
H 3.0704 -1.2600 0.9070
H 5.4006 -0.9887 1.7284

Forces on atoms 1 to 6 (eV/Å):
Rb -0.035 -0.051 0.013
C -0.001 0.034 -0.029
C -0.010 -0.037 0.021
S -0.017 -0.013 -0.013
C 0.003 -0.006 -0.003
C -0.003 0.020 -0.005


Result set for frontier orbital gap: 6.7, 6.0 eV, one per record in the order listed.
Result set for relative energy (zero: lowest compared OMol25 entry of this formula, charge and spin): 19.9, 9.5 kJ/mol, one per record in the order listed.